This record from the OMol25 dataset describes a single C14H20N2O3 molecule at a distorted geometry. The level of theory is ωB97M-V with the def2-TZVPD basis set.

Each line ends with the natural charge from an NBO analysis.
CARTESIAN COORDINATES (ANGSTROEM)
O (4.292, -0.961, -0.390)  -0.67
O (3.685, 1.173, -0.174)  -0.52
O (1.029, 1.077, -1.091)  -0.64
N (-0.498, 3.079, -0.924)  -0.84
N (1.124, 0.457, 1.086)  -0.63
C (-3.722, 0.191, 0.767)  -0.22
C (0.611, 1.171, 0.055)  0.70
C (-3.808, -1.791, -0.600)  -0.22
C (3.417, 0.019, 0.102)  0.77
C (1.405, -1.894, -1.107)  -0.61
C (-1.971, -0.172, -0.931)  -0.25
C (-4.394, -0.906, 0.345)  -0.19
C (-0.410, 2.368, 0.321)  -0.13
C (2.229, -0.512, 0.901)  -0.15
C (-2.642, -1.417, -1.202)  -0.21
C (0.393, -2.191, 1.212)  -0.62
C (-2.531, 0.633, 0.113)  0.01
C (-1.800, 1.818, 0.839)  -0.43
C (1.681, -1.832, 0.411)  -0.21
H (2.009, -1.175, -1.620)  0.24
H (-1.009, 0.008, -1.398)  0.24
H (-4.078, 0.758, 1.573)  0.20
H (0.593, 0.376, 1.965)  0.41
H (-0.099, 3.984, -0.740)  0.36
H (4.281, -1.512, 0.381)  0.46
H (2.504, -2.464, 0.658)  0.18
H (2.822, -0.697, 1.830)  0.23
H (0.200, 2.595, -1.521)  0.40
H (-1.697, 1.501, 1.857)  0.20
H (-0.036, -3.176, 1.075)  0.23
H (-2.233, -2.029, -1.984)  0.21
H (0.404, -1.514, -1.124)  0.20
H (0.496, -1.939, 2.286)  0.20
H (-0.384, -1.466, 0.838)  0.22
H (-5.338, -1.182, 0.674)  0.21
H (-0.029, 2.974, 1.149)  0.20
H (-4.294, -2.729, -0.681)  0.21
H (-2.600, 2.666, 0.928)  0.23
H (1.316, -2.938, -1.394)  0.22

Summary:
* LUMO: 0.30 eV
* relative energy (zero: lowest compared OMol25 entry of this formula, charge and spin): 3.108 eV
* HOMO level: -9.01 eV
* calculated total energy: -880.6626 hartree
* structure (SMILES): CC(C)[C@H](NC(=O)[C@@H](N)Cc1ccccc1)C(=O)O



This record from the OMol25 dataset describes a molecular structure, C15H20MnN2O2 at a distorted geometry. The level of theory is ωB97M-V with the def2-TZVPD basis set.

Each line ends with the Mulliken spin population.
CARTESIAN COORDINATES (ANGSTROEM)
Mn (0.781, 0.351, 0.873)  4.26
O (-0.019, -1.990, -0.773)  -0.03
O (1.222, -2.538, 1.024)  0.00
N (-1.408, 0.330, 0.445)  0.15
N (0.558, 0.847, -1.334)  0.18
C (-3.679, -0.031, 1.091)  0.14
C (-4.087, 0.130, -0.232)  0.07
C (1.341, 1.963, 2.325)  0.03
C (1.602, 1.029, -2.146)  -0.04
C (0.615, -1.650, 0.212)  -0.20
C (0.458, 0.847, 3.007)  0.05
C (-1.777, 0.520, -0.851)  0.17
C (1.445, 1.108, -3.534)  0.15
C (-0.925, 0.870, -3.207)  0.06
C (-0.706, 0.769, -1.820)  0.09
C (2.690, -0.063, 0.674)  -0.22
C (1.136, -3.938, 0.690)  -0.01
C (-3.133, 0.416, -1.206)  0.01
C (-2.320, 0.068, 1.391)  -0.01
C (0.160, 1.024, -4.069)  0.01
H (2.581, 1.080, -1.668)  0.00
H (-1.945, 0.801, -3.572)  0.02
H (2.331, 1.225, -4.152)  0.01
H (3.237, 0.893, 0.710)  0.01
H (1.325, 2.205, 1.238)  0.00
H (1.697, -4.136, -0.226)  0.00
H (1.603, -4.439, 1.534)  0.00
H (0.431, -0.230, 2.696)  0.01
H (2.935, -0.614, -0.243)  0.01
H (-0.562, 1.196, 3.189)  0.00
H (-3.401, 0.550, -2.249)  0.03
H (2.383, 1.889, 2.646)  0.00
H (-0.002, 1.074, -5.143)  0.00
H (-1.940, -0.070, 2.404)  0.01
H (0.093, -4.243, 0.586)  0.00
H (2.929, -0.677, 1.554)  0.03
H (0.948, 2.903, 2.740)  0.00
H (-5.135, 0.040, -0.505)  0.01
H (0.914, 0.724, 4.002)  0.01
H (-4.376, -0.234, 1.899)  0.01

Summary:
* expectation value of S²: 8.948
* LUMO (alpha / beta): 0.20 / 0.26 eV
* relative energy (zero: lowest compared OMol25 entry of this formula, charge and spin): 0.000 eV
* HOMO level (alpha / beta): -4.30 / -8.02 eV
* spin multiplicity: 6
* calculated total energy: -1994.4371 hartree



This record from the OMol25 dataset describes a molecular structure, C50H65IN3O2SSb2Si4V at a distorted geometry. The level of theory is ωB97M-V with the def2-TZVPD basis set.

Each line ends with the Mulliken spin population.
CARTESIAN COORDINATES (ANGSTROEM)
I (-3.394, -6.253, -5.542)  0.00
Sb (-0.854, 2.210, -2.012)  -0.01
Sb (1.386, -2.007, 2.218)  0.03
V (-0.097, 0.064, -0.392)  2.17
S (1.871, -0.025, 1.183)  0.00
Si (0.094, 4.609, -2.400)  -0.01
Si (-1.004, 1.647, -4.511)  0.01
Si (-2.785, -2.199, 1.516)  0.01
Si (-3.342, 2.684, -1.550)  0.00
O (-0.061, -1.990, -1.079)  0.01
O (-1.656, -0.622, -1.615)  -0.04
N (6.358, 0.567, -4.319)  0.01
N (-1.461, -1.074, 1.278)  0.02
N (-0.895, 1.114, 1.270)  -0.09
C (1.599, 0.260, -1.719)  -0.19
C (0.237, -5.850, 0.474)  0.00
C (-0.708, 2.293, 1.893)  0.04
C (-1.106, -1.757, -1.732)  -0.01
C (4.092, 0.421, -3.080)  0.01
C (-0.875, -3.899, -2.944)  0.00
C (-2.300, 1.687, 3.566)  0.01
C (-0.565, -1.620, 6.632)  0.00
C (3.316, -0.729, -3.159)  -0.01
C (-1.612, 0.128, 1.863)  -0.04
C (-4.189, 3.746, -2.844)  0.00
C (-0.267, -0.494, 5.886)  0.00
C (0.107, -3.024, 4.802)  0.00
C (-2.936, -2.673, -3.174)  0.00
C (3.290, -2.464, 3.067)  0.00
C (2.104, -0.797, -2.488)  0.07
C (-1.365, -4.892, -3.777)  0.00
C (1.182, -5.988, -0.529)  0.00
C (5.716, -3.017, 4.315)  0.00
C (-2.398, 0.446, 3.005)  -0.01
C (2.138, -3.863, 0.057)  0.00
C (-1.312, 3.193, -5.528)  0.00
C (2.419, 1.399, -1.671)  0.03
C (1.729, 4.403, -3.296)  0.00
C (0.214, -0.623, 4.589)  0.00
C (2.132, -4.997, -0.739)  0.00
C (-1.400, 2.621, 3.039)  0.00
C (-3.433, 3.564, 0.100)  0.00
C (-2.802, -3.003, 3.223)  0.00
C (5.260, -1.710, 4.228)  0.00
C (0.391, -1.889, 4.053)  0.00
C (5.351, 0.502, -3.769)  0.00
C (-2.752, -3.622, 0.302)  0.00
C (0.559, 0.860, -5.152)  0.00
C (-4.445, -1.316, 1.340)  0.00
C (-0.377, -2.887, 6.092)  0.00
C (3.634, 1.497, -2.322)  0.00
C (3.751, -3.771, 3.158)  0.00
C (-3.438, -3.665, -3.998)  0.00
C (-1.657, -2.791, -2.645)  -0.01
C (0.414, 5.582, -0.822)  0.00
C (-2.647, -4.767, -4.296)  0.00
C (-2.436, 0.487, -4.801)  0.00
C (-4.291, 1.076, -1.449)  0.00
C (1.185, -3.727, 1.063)  0.00
C (0.295, 3.219, 1.297)  0.04
C (4.053, -1.435, 3.607)  0.00
C (-1.011, 5.720, -3.443)  -0.01
C (4.961, -4.049, 3.780)  0.00
C (0.235, -4.712, 1.273)  0.00
H (0.019, 3.467, 0.270)  -0.01
H (3.664, -1.571, -3.746)  0.00
H (0.109, -3.983, -2.504)  0.00
H (-3.025, -0.310, 3.448)  0.00
H (-0.759, -5.754, -4.013)  0.00
H (5.849, -0.903, 4.640)  0.00
H (0.435, 0.722, -6.230)  0.00
H (-4.337, -0.271, 1.063)  0.00
H (-3.895, 4.788, -2.789)  0.00
H (-3.369, -3.419, -0.570)  0.00
H (-1.760, -3.890, -0.045)  0.00
H (-0.602, -3.766, 6.677)  0.00
H (6.661, -3.230, 4.795)  0.00
H (-4.469, 3.831, 0.314)  0.00
H (1.293, 5.241, -0.279)  0.00
H (-3.779, -3.479, 3.341)  0.00
H (-5.047, -1.800, 0.570)  0.00
H (2.869, -5.105, -1.523)  0.00
H (-0.397, 3.762, -5.684)  0.00
H (-2.843, 4.480, 0.104)  0.00
H (-1.667, 2.863, -6.506)  0.00
H (-3.359, 0.820, -4.333)  0.00
H (-3.536, -1.809, -2.924)  0.00
H (-4.436, -3.586, -4.403)  0.00
H (-0.411, 0.492, 6.308)  0.00
H (2.539, 4.208, -2.597)  0.00
H (2.874, -3.083, -0.116)  0.00
H (-2.881, 1.929, 4.447)  0.00
H (-4.019, 3.393, -3.858)  0.00
H (-0.428, 5.585, -0.131)  0.00
H (-5.016, -1.347, 2.268)  0.00
H (-0.787, 5.638, -4.504)  0.00
H (0.746, -0.109, -4.702)  0.00
H (2.102, 2.258, -1.083)  0.01
H (3.714, -0.406, 3.530)  0.00
H (0.370, 4.143, 1.868)  0.00
H (0.445, 0.260, 4.003)  0.00
H (-4.607, 0.751, -2.440)  0.00
H (-3.716, 0.273, -1.002)  0.00
H (1.181, -6.873, -1.151)  0.00
H (-1.247, 3.587, 3.495)  0.00
H (5.313, -5.069, 3.840)  0.00
H (-2.061, 3.861, -5.112)  0.00
H (-2.219, -0.509, -4.437)  0.00
H (-5.187, 1.250, -0.848)  0.00
H (-0.939, -1.516, 7.640)  0.00
H (-0.513, -4.608, 2.044)  0.00
H (3.176, -4.589, 2.739)  0.00
H (0.590, 6.615, -1.129)  0.00
H (-3.073, 2.933, 0.914)  0.00
H (-2.056, -3.784, 3.339)  0.00
H (-2.603, 0.428, -5.880)  0.00
H (1.277, 2.744, 1.263)  0.00
H (-5.264, 3.702, -2.659)  0.00
H (1.959, 5.323, -3.835)  0.00
H (4.233, 2.396, -2.249)  0.00
H (-0.801, 6.745, -3.134)  0.00
H (1.548, -1.724, -2.569)  0.00
H (1.446, 1.471, -4.986)  0.00
H (-3.177, -4.494, 0.802)  0.00
H (-2.073, 5.551, -3.318)  0.00
H (-2.666, -2.311, 4.051)  0.00
H (1.722, 3.585, -4.015)  0.00
H (-0.505, -6.620, 0.634)  0.00
H (0.268, -4.014, 4.397)  0.00

Summary:
* expectation value of S²: 2.033
* LUMO (alpha / beta): 0.20 / 0.17 eV
* HOMO level (alpha / beta): -7.66 / -7.67 eV
* spin multiplicity: 3
* calculated total energy: -5537.5945 hartree



Copy entry 1 word for word.
This record from the OMol25 dataset describes a single C14H20N2O3 molecule at a distorted geometry. The level of theory is ωB97M-V with the def2-TZVPD basis set.

Each line ends with the natural charge from an NBO analysis.
CARTESIAN COORDINATES (ANGSTROEM)
O (4.292, -0.961, -0.390)  -0.67
O (3.685, 1.173, -0.174)  -0.52
O (1.029, 1.077, -1.091)  -0.64
N (-0.498, 3.079, -0.924)  -0.84
N (1.124, 0.457, 1.086)  -0.63
C (-3.722, 0.191, 0.767)  -0.22
C (0.611, 1.171, 0.055)  0.70
C (-3.808, -1.791, -0.600)  -0.22
C (3.417, 0.019, 0.102)  0.77
C (1.405, -1.894, -1.107)  -0.61
C (-1.971, -0.172, -0.931)  -0.25
C (-4.394, -0.906, 0.345)  -0.19
C (-0.410, 2.368, 0.321)  -0.13
C (2.229, -0.512, 0.901)  -0.15
C (-2.642, -1.417, -1.202)  -0.21
C (0.393, -2.191, 1.212)  -0.62
C (-2.531, 0.633, 0.113)  0.01
C (-1.800, 1.818, 0.839)  -0.43
C (1.681, -1.832, 0.411)  -0.21
H (2.009, -1.175, -1.620)  0.24
H (-1.009, 0.008, -1.398)  0.24
H (-4.078, 0.758, 1.573)  0.20
H (0.593, 0.376, 1.965)  0.41
H (-0.099, 3.984, -0.740)  0.36
H (4.281, -1.512, 0.381)  0.46
H (2.504, -2.464, 0.658)  0.18
H (2.822, -0.697, 1.830)  0.23
H (0.200, 2.595, -1.521)  0.40
H (-1.697, 1.501, 1.857)  0.20
H (-0.036, -3.176, 1.075)  0.23
H (-2.233, -2.029, -1.984)  0.21
H (0.404, -1.514, -1.124)  0.20
H (0.496, -1.939, 2.286)  0.20
H (-0.384, -1.466, 0.838)  0.22
H (-5.338, -1.182, 0.674)  0.21
H (-0.029, 2.974, 1.149)  0.20
H (-4.294, -2.729, -0.681)  0.21
H (-2.600, 2.666, 0.928)  0.23
H (1.316, -2.938, -1.394)  0.22

Summary:
* LUMO: 0.30 eV
* relative energy (zero: lowest compared OMol25 entry of this formula, charge and spin): 3.108 eV
* HOMO level: -9.01 eV
* calculated total energy: -880.6626 hartree
* structure (SMILES): CC(C)[C@H](NC(=O)[C@@H](N)Cc1ccccc1)C(=O)O



Among the records above, which one has the lowest calculated total energy? C50H65IN3O2SSb2Si4V



Look up the calculated total energy of the second one. -1994.4371 hartree